Here is a molecular structure, C17H32N3OPPtSi in a non-equilibrium geometry from the Open Molecules 2025 dataset. Energies are from ωB97M-V with the def2-TZVPD basis set.

The geometry in XYZ format:
```
56
Properties=species:S:1:pos:R:3:forces:R:3
Pt 0.121254 0.268286 -0.016407 4.0 1.5 -2.0
Si 0.277154 -1.937414 -1.336807 0.2 -0.6 -0.3
P 0.638254 1.449086 -2.123107 0.3 0.5 -0.9
N -1.626946 0.351586 -0.224907 -7.2 0.3 -1.1
H 0.770254 1.737886 0.765493 -0.2 0.2 0.2
C 0.963954 3.275286 -2.080207 0.0 -0.1 0.0
H 1.111754 3.703386 -3.088607 -0.1 -0.2 0.4
H 1.859554 3.457486 -1.462707 -0.3 -0.1 -0.2
H 0.109754 3.767586 -1.586507 0.3 -0.2 -0.2
C 2.073954 0.840786 -3.120507 -0.1 0.1 0.0
H 2.215154 1.445486 -4.033707 0.0 -0.2 0.3
H 1.888154 -0.210114 -3.395907 0.1 0.4 0.1
H 2.988154 0.883186 -2.506507 -0.3 0.0 -0.2
C -0.759446 1.331886 -3.323607 0.1 0.0 0.0
H -0.530246 1.860286 -4.265807 -0.1 -0.2 0.3
H -1.660046 1.768786 -2.861607 0.3 -0.2 -0.2
H -0.952646 0.265386 -3.524107 0.0 0.4 0.1
C 2.004954 -2.769914 -1.516207 0.2 -0.2 -0.1
H 2.452354 -2.976514 -0.526107 -0.2 0.1 -0.4
H 2.705654 -2.107814 -2.057007 -0.3 -0.2 0.2
H 1.941754 -3.725214 -2.069007 0.0 0.4 0.2
H -0.595046 -3.055814 -0.785507 0.1 0.2 -0.1
H -0.225546 -1.887914 -2.772807 0.0 0.1 0.2
C -2.976046 0.265886 -0.456607 0.8 0.1 0.2
C -5.243446 1.098286 -0.114307 0.3 -0.1 0.0
C -3.869546 1.199686 0.125793 -0.5 0.0 -0.1
C -3.492046 -0.764814 -1.283207 -0.4 0.0 -0.1
C -4.866646 -0.850114 -1.518307 0.2 0.1 0.1
C -5.748146 0.077086 -0.936207 0.2 0.0 0.0
H -5.927946 1.822886 0.340393 0.3 -0.3 -0.2
H -3.457146 1.990686 0.759293 -0.2 -0.3 -0.2
H -2.789746 -1.480014 -1.721807 -0.3 0.2 0.1
H -5.256946 -1.648414 -2.159007 0.2 0.3 0.3
H -6.824646 0.003586 -1.122607 0.4 0.0 0.1
C 3.322354 0.116286 0.727293 -1.3 -0.3 -1.0
O 2.324554 -0.124214 0.023193 3.4 -0.2 1.1
C 3.181654 0.778186 2.065293 -0.1 0.1 0.3
H 4.098854 1.314186 2.360693 -0.4 -0.2 -0.1
H 2.971154 0.017786 2.839993 0.1 0.2 -0.3
H 2.296254 1.445886 2.005093 0.5 -0.2 0.0
C 4.690354 -0.239714 0.205493 0.3 0.0 0.0
H 5.284054 0.683586 0.062293 -0.2 -0.3 0.1
H 4.609354 -0.783814 -0.746407 0.0 0.2 0.4
H 5.236754 -0.853814 0.944993 -0.3 0.2 -0.3
C -0.701446 -0.479514 5.388293 -0.1 0.1 0.5
N -0.487346 -0.830314 3.990193 -0.1 0.8 0.1
C -0.365046 -2.070914 3.480793 0.3 -1.8 -0.8
C -0.158546 -1.958414 2.119793 -0.2 -0.6 1.6
N -0.162346 -0.648314 1.801893 0.0 0.0 3.7
C -0.363046 0.017286 2.952793 0.2 -0.1 -1.1
H -1.652446 -0.926514 5.745593 0.6 0.3 -0.2
H 0.139654 -0.865214 6.002093 -0.5 0.2 -0.4
H -0.754546 0.623886 5.509193 0.0 -0.8 -0.2
H -0.412746 -2.986714 4.055593 -0.1 0.3 0.2
H -0.010346 -2.775914 1.434293 0.0 0.2 -0.2
H -0.406946 1.095886 3.030293 0.0 -0.1 0.0
```
Forces are in eV/Å.

Computed properties:
E_LUMO (alpha / beta) ... 0.370 / -0.044 eV
Total charge ... 0
Spin multiplicity ... 5
Total energy ... -45072.93651 eV

Here is a molecular structure, C22H36O3P2Pb in a non-equilibrium geometry from the Open Molecules 2025 dataset. Energies are from ωB97M-V with the def2-TZVPD basis set.

The geometry in XYZ format:
```
64
Properties=species:S:1:pos:R:3:forces:R:3
P -0.188783 -2.377924 -3.543337 0.4 -0.6 -1.2
P 0.057236 1.661089 -3.348841 -0.5 1.2 -1.6
C -0.589044 -0.918513 -4.545945 -0.2 0.5 -0.3
C 0.380941 0.290585 -4.508693 0.3 -0.4 -0.4
H -1.629476 -0.604006 -4.358405 0.5 -0.2 -0.2
H -0.581076 -1.301461 -5.581533 0.0 0.0 0.3
H 1.438500 -0.029300 -4.457042 -0.6 0.2 0.0
H 0.289130 0.789872 -5.492277 0.1 0.0 0.4
C -1.362802 2.561763 -4.092047 -0.1 0.2 -0.5
H -1.717255 3.341697 -3.403984 0.2 -0.2 -0.2
H -2.196530 1.875868 -4.301669 0.2 0.1 0.2
H -1.049410 3.034877 -5.031565 -0.1 -0.1 0.2
C 1.391502 2.879995 -3.648949 0.5 0.3 -0.4
H 1.145159 3.465166 -4.543318 0.1 -0.1 0.1
H 2.354377 2.373799 -3.806747 -0.2 0.1 0.2
H 1.487660 3.566037 -2.797036 -0.1 -0.2 -0.3
C -1.501827 -3.587199 -3.766793 -0.3 0.1 -0.1
H -1.533599 -4.272012 -2.908279 0.0 0.2 -0.3
H -1.289074 -4.164757 -4.678102 -0.2 0.2 0.2
H -2.473577 -3.086336 -3.870407 0.2 -0.2 0.0
C 1.312300 -3.076274 -4.272459 0.0 0.1 0.0
H 2.093122 -2.306245 -4.364146 -0.2 -0.3 0.1
H 1.074719 -3.474612 -5.268998 0.1 0.1 0.3
H 1.689990 -3.886720 -3.634208 -0.1 0.2 -0.2
Pb -0.868390 -0.659501 2.819462 -0.2 1.0 1.1
C 0.490094 1.505439 -1.478250 0.1 0.0 1.8
C -0.894898 1.163280 -1.836735 -0.8 -0.7 1.5
C -1.644471 -0.155474 -1.641196 -0.4 -0.2 0.1
C -0.964274 -1.367991 -0.995477 -0.2 -0.3 -0.2
C 0.120442 -2.176294 -1.811012 -0.9 -0.3 1.6
C 1.486401 -1.818655 -1.436311 0.4 -0.9 0.2
C 2.116021 -0.551445 -1.716697 1.4 0.9 0.0
C 1.596158 0.667756 -0.895887 0.7 -0.1 -0.1
C 0.179268 -2.345094 3.751653 0.1 -0.4 -0.2
H 0.568799 2.526761 -1.083541 -0.1 -0.2 -0.3
H -1.578960 1.991330 -1.593883 0.4 -0.2 -0.4
H -2.140248 -0.446046 -2.580535 0.0 0.1 0.5
H -2.486175 0.095314 -0.967560 0.4 0.0 -0.2
H -0.527527 -1.082095 -0.024919 -0.1 -0.1 -0.5
H -1.768811 -2.084083 -0.753915 0.2 0.3 -0.1
H -0.001808 -3.229779 -1.478883 0.0 0.4 -0.2
H 2.024397 -2.527597 -0.809009 -0.2 0.1 -0.1
H 2.124360 -0.288169 -2.791497 0.0 -0.1 0.5
H 3.184209 -0.691892 -1.452649 -0.5 0.3 -0.2
H 1.323468 0.342551 0.124174 0.0 0.1 -0.3
H 2.464203 1.335256 -0.767634 -0.4 -0.1 0.0
H 1.122167 -1.975286 4.177411 -0.3 -0.3 -0.1
H 0.360453 -3.079575 2.950293 0.1 0.0 0.5
H -0.479520 -2.756935 4.529600 0.4 0.0 -0.2
O 1.586350 2.319267 5.971753 -0.4 -0.5 -0.6
C 0.615073 2.087754 6.870984 -0.2 0.0 0.4
C 0.740680 2.662275 8.147736 -0.4 -0.2 -0.1
C -0.252872 2.447663 9.099353 0.2 -0.1 -0.4
C -1.375645 1.660593 8.799105 -0.2 -0.2 -0.5
C -1.509193 1.085269 7.531750 0.0 0.3 0.8
C -0.520343 1.280723 6.567580 0.8 0.4 -0.2
C -0.626967 0.648008 5.248013 -0.4 -0.2 0.1
O -1.641092 -0.088487 4.966927 1.0 0.4 -0.7
O 0.310226 0.819360 4.367385 -1.1 -0.6 -0.2
H 1.314508 1.792370 5.158085 0.5 0.6 0.7
H 1.617036 3.270809 8.357628 -0.2 -0.1 0.0
H -0.144522 2.891133 10.088387 -0.1 -0.1 -0.2
H -2.152152 1.503250 9.544624 0.2 0.0 -0.1
H -2.368653 0.472848 7.268496 0.2 0.1 0.2
```
Forces are in eV/Å.

Computed properties:
Energy relative to the best compared isomer or geometry (same formula, charge and spin) ... 0.15 kcal/mol
E_LUMO (alpha / beta) ... -6.542 / -7.897 eV
Total charge ... +2
Spin multiplicity ... 1
Total energy ... -53347.16742 eV

- The highest spin multiplicity belongs to which entry?
  C17H32N3OPPtSi